Below is a cluster of 21 separate species, C27H51Cl40N3O4P in total at a distorted geometry, with properties calculated with wB97M-V/def2-TZVPD.

## Properties
**Net charge**: +1
**Multiplicity**: 1
**Orbital gap**: 6.159 eV
**ΔE to the lowest compared entry with this formula, charge and spin**: 88.83 kcal per mole

```
126
Properties=species:S:1:pos:R:3:mulliken_charge:R:1
O -6.92211 4.92580 0.76425 -0.246
N -6.27998 5.65943 1.46014 0.154
O -5.08307 5.90068 0.80357 -0.203
C -4.13619 4.87250 1.27610 0.014
C -3.65595 4.08522 -0.03554 0.079
C -4.45526 3.95782 -1.33554 -0.264
N -4.13036 3.28700 -2.52936 0.827
C -5.11484 3.26240 -3.67186 -0.708
C -6.23331 2.14739 -3.24399 -0.176
O -5.57269 1.13862 -2.41175 -0.319
N -2.96972 2.67387 -2.65787 -0.802
C -2.12313 2.70238 -1.55202 -1.129
C -2.27300 3.32083 -0.15000 0.203
P -1.02565 3.22245 1.25193 0.584
O 0.44019 3.12614 0.77438 -0.567
H -4.62091 4.18184 2.04294 0.413
H -3.21869 5.41894 1.69160 0.248
H -5.48857 4.46030 -1.32458 0.349
H -4.62115 3.03314 -4.66688 0.371
H -5.65109 4.26951 -3.72251 0.321
H -6.96209 2.68296 -2.52867 0.305
H -6.74841 1.69849 -4.15577 0.158
H -5.61925 1.42595 -1.47401 0.238
H -1.12254 2.16599 -1.71827 0.873
H -1.20734 4.29012 2.21180 0.086
H -1.28553 2.00013 1.98683 0.131
C -2.53352 -1.35714 -1.72309 -0.657
Cl -3.63962 -2.38050 -0.80240 -0.053
Cl -2.10834 0.09988 -0.81223 0.017
H -1.62540 -1.91984 -1.93568 0.410
H -3.01291 -1.06416 -2.65547 0.378
C 2.92473 4.02579 2.63564 0.296
Cl 1.81752 2.99889 3.55505 -0.185
Cl 3.33949 5.48791 3.53912 -0.174
H 3.83490 3.46621 2.42762 -0.076
H 2.44597 4.31260 1.70102 0.117
C -2.82066 -6.38575 -1.04006 -0.420
Cl -1.66904 -5.30697 -1.83826 -0.127
Cl -2.84092 -6.11528 0.70617 -0.129
H -3.81599 -6.19730 -1.43931 0.370
H -2.53334 -7.41778 -1.23599 0.294
C -3.61734 4.84832 5.32556 -0.576
Cl -2.85672 4.52527 3.75847 -0.099
Cl -5.07989 5.82054 5.13611 -0.106
H -3.87958 3.90043 5.79212 0.391
H -2.91237 5.38787 5.95580 0.287
C 0.20504 -8.92581 1.11206 -0.160
Cl 0.39172 -8.27166 -0.51839 -0.095
Cl -1.46115 -9.43649 1.41174 -0.162
H 0.86348 -9.78513 1.22503 0.342
H 0.47502 -8.15616 1.83363 0.074
C 2.92125 -5.29345 0.86658 0.796
Cl 1.48128 -5.41479 -0.15062 0.079
Cl 3.43245 -6.88579 1.44472 -0.193
H 3.72865 -4.85221 0.28548 -0.226
H 2.69788 -4.66384 1.72358 -0.568
C 6.84304 3.10952 4.06209 -0.474
Cl 6.14649 1.48516 4.02764 -0.086
Cl 6.58410 3.94812 2.52876 -0.060
H 6.37078 3.68031 4.85988 0.293
H 7.91272 3.03101 4.24773 0.330
C -7.79475 -1.40858 -2.93371 0.053
Cl -8.50025 -3.02654 -3.00012 -0.157
Cl -8.06014 -0.53198 -4.44776 -0.191
H -8.25711 -0.85417 -2.11893 0.267
H -6.72356 -1.49622 -2.75966 0.029
C 5.52678 4.10324 -1.36228 -0.389
Cl 4.41960 3.06589 -0.45478 -0.041
Cl 5.92762 5.56755 -0.45478 -0.153
H 6.44294 3.55087 -1.56378 0.291
H 5.05373 4.38802 -2.30029 0.315
C 1.10765 -4.00968 4.71498 -0.398
Cl 0.28204 -2.58786 4.06151 -0.108
Cl 2.81952 -4.02795 4.26873 -0.062
H 1.02661 -3.99320 5.80032 0.361
H 0.63172 -4.90703 4.32279 0.204
C -2.07697 8.55750 3.77268 -0.173
Cl -3.34996 7.65093 2.94058 -0.073
Cl -2.09752 8.23589 5.51097 -0.126
H -1.10999 8.26141 3.36918 0.082
H -2.23480 9.62195 3.60745 0.325
C -4.95726 -2.75062 2.80180 -0.218
Cl -5.48034 -1.27056 3.61702 -0.173
Cl -3.19835 -2.91071 2.83178 -0.055
H -5.39894 -3.60751 3.30727 0.326
H -5.29178 -2.72036 1.76614 0.106
C -1.69129 -7.84269 -4.31657 0.255
Cl -1.50147 -7.18496 -5.94670 -0.171
Cl -3.36110 -8.34348 -4.01960 -0.164
H -1.03744 -8.70594 -4.20452 0.327
H -1.41993 -7.07553 -3.59363 -0.237
C 1.35431 -0.80845 0.82509 -0.443
Cl 1.85438 -2.45039 1.25415 0.320
Cl 1.74048 -0.43198 -0.85792 -0.162
H 0.27798 -0.71956 0.96757 0.114
H 1.87178 -0.10125 1.47177 0.291
C 4.91824 -3.26095 -2.40858 -0.500
Cl 3.15714 -3.33910 -2.53785 -0.102
Cl 5.43903 -3.19225 -0.71863 0.010
H 5.34488 -4.14842 -2.87352 0.283
H 5.27109 -2.36999 -2.92327 0.319
C 9.09963 -2.78811 -2.40009 -0.280
Cl 8.50995 -4.45179 -2.29988 -0.139
Cl 7.76946 -1.62906 -2.29020 -0.082
H 9.79288 -2.60901 -1.58017 0.337
H 9.60983 -2.65052 -3.35184 0.177
C 8.56522 -2.70988 -6.60136 -0.324
Cl 7.44782 -3.73469 -5.69276 -0.093
Cl 8.95007 -1.23420 -5.70709 -0.146
H 9.48479 -3.26362 -6.78215 0.275
H 8.10525 -2.43880 -7.54985 0.312
C -3.75065 -3.73917 -5.64753 -0.250
Cl -2.59929 -2.66197 -6.44633 -0.169
Cl -3.77264 -3.46808 -3.89986 -0.032
H -4.74590 -3.55199 -6.04684 0.303
H -3.46264 -4.77145 -5.84121 0.152
C 1.59567 10.53385 3.95694 -0.287
Cl 0.99268 8.87344 4.03762 -0.109
Cl 0.27470 11.70039 4.09322 -0.159
H 2.29614 10.69502 4.77431 0.289
H 2.10042 10.68046 3.00383 0.296
C 6.24733 -1.92353 2.86856 -0.354
Cl 5.54885 -3.54731 2.84765 -0.131
Cl 5.99712 -1.09486 1.32625 -0.070
H 5.77284 -1.34924 3.66243 0.149
H 7.31686 -1.99889 3.05643 0.376
```